The following is a DFT calculation (the ωB97M-V functional and the def2-TZVPD basis) of a 11-piece molecular cluster, C58H137O36P7S4 overall in a non-equilibrium geometry.

Geometry as ORCA input:
```
! RIJCOSX wB97M-V def2-TZVPD def2/J DEFGRID3
* xyz 0 1
C 1.632 0.546 -1.727
C 0.476 0.801 -0.693
O -0.083 -0.305 -0.036
P -1.644 -0.382 0.460
O -2.621 0.263 -0.448
O -1.837 -1.936 0.757
C -2.990 -2.375 1.455
C -2.654 -3.729 2.101
O -1.596 0.328 1.936
C -0.630 -0.137 2.911
C 0.562 0.814 3.065
H 1.416 -0.206 -2.485
H 2.033 1.438 -2.207
H 2.496 0.172 -1.178
H 0.767 1.388 0.178
H -0.268 1.536 -1.001
H -3.380 -1.673 2.192
H -3.751 -2.628 0.717
H -2.191 -3.540 3.069
H -3.532 -4.371 2.174
H -2.005 -4.391 1.527
H -1.118 0.031 3.871
H -0.381 -1.192 2.802
H 1.081 0.540 3.983
H 1.261 0.594 2.258
H 0.351 1.881 3.137
C 6.910 -0.056 -3.652
C 5.497 -0.689 -3.884
O 5.255 -0.792 -5.214
P 4.364 -2.014 -5.924
O 3.995 -1.810 -7.393
O 5.251 -3.369 -5.589
C 5.990 -3.934 -6.628
C 7.222 -3.219 -7.150
O 3.105 -2.175 -4.917
C 1.836 -2.409 -5.538
C 1.003 -1.082 -5.648
H 6.832 0.803 -4.318
H 7.131 0.302 -2.647
H 7.696 -0.757 -3.933
H 5.339 -1.684 -3.468
H 4.714 0.023 -3.624
H 6.374 -4.932 -6.419
H 5.317 -4.135 -7.461
H 6.823 -2.299 -7.576
H 7.869 -2.944 -6.317
H 7.661 -3.877 -7.900
H 1.925 -2.941 -6.486
H 1.291 -3.101 -4.897
H 0.319 -1.199 -6.489
H 0.476 -0.951 -4.703
H 1.733 -0.321 -5.924
C 5.289 1.564 1.101
C 5.238 1.565 -0.426
O 5.371 2.954 -0.724
P 4.328 3.594 -1.766
O 2.894 3.552 -1.325
O 4.592 2.673 -3.131
C 4.306 3.147 -4.432
C 3.063 2.590 -5.077
O 5.054 5.027 -2.169
C 4.242 6.243 -2.176
C 4.811 7.182 -1.134
H 5.444 0.524 1.389
H 6.155 2.175 1.355
H 4.379 1.983 1.531
H 6.095 0.989 -0.776
H 4.389 0.985 -0.788
H 4.166 4.228 -4.415
H 5.144 2.962 -5.104
H 3.111 1.502 -5.118
H 2.299 2.914 -4.371
H 2.840 3.004 -6.061
H 4.445 6.640 -3.171
H 3.169 6.078 -2.081
H 4.728 6.643 -0.190
H 5.811 7.581 -1.302
H 4.174 8.054 -0.991
C -2.414 -2.211 5.855
C -3.888 -1.981 5.832
O -4.304 -1.433 4.573
P -5.866 -1.051 4.363
O -6.810 -1.695 5.364
O -5.957 0.557 4.391
C -4.893 1.311 3.760
C -3.970 1.710 4.915
O -6.003 -1.420 2.794
C -7.229 -1.840 2.234
C -7.514 -3.305 2.444
H -2.022 -2.995 5.207
H -1.838 -1.301 5.689
H -2.254 -2.384 6.919
H -4.511 -2.839 6.084
H -4.292 -1.199 6.475
H -4.388 0.814 2.933
H -5.339 2.200 3.315
H -3.158 2.344 4.558
H -4.422 2.411 5.617
H -3.589 0.803 5.385
H -8.041 -1.265 2.679
H -7.129 -1.495 1.205
H -6.709 -3.948 2.088
H -7.621 -3.546 3.502
H -8.466 -3.654 2.044
C 0.793 -8.386 -0.444
C -0.396 -7.452 -0.377
O -1.534 -8.035 0.155
P -1.753 -8.264 1.793
O -1.232 -7.116 2.579
O -3.334 -8.600 1.936
C -4.299 -7.799 1.332
C -4.964 -7.010 2.381
O -1.045 -9.742 2.072
C -0.484 -10.069 3.314
C 0.792 -10.799 3.213
H 1.733 -7.895 -0.700
H 0.933 -8.813 0.549
H 0.592 -9.121 -1.224
H -0.159 -6.704 0.379
H -0.643 -7.098 -1.378
H -3.822 -7.090 0.655
H -5.080 -8.285 0.748
H -5.739 -7.544 2.930
H -4.275 -6.527 3.074
H -5.359 -6.099 1.931
H -0.198 -9.135 3.797
H -1.237 -10.447 4.005
H 0.724 -11.864 2.994
H 1.369 -10.452 2.356
H 1.278 -10.786 4.188
C 2.303 4.714 2.869
C 2.931 5.585 1.727
O 3.595 6.699 2.291
P 2.882 8.088 2.547
O 1.699 8.026 3.422
O 4.133 9.033 3.103
C 5.158 9.383 2.195
C 4.829 10.672 1.489
O 2.635 8.771 1.069
C 1.337 9.307 0.753
C 1.414 10.192 -0.504
H 3.107 4.526 3.582
H 1.444 5.223 3.307
H 2.093 3.721 2.472
H 3.670 4.978 1.204
H 2.195 5.849 0.968
H 6.119 9.465 2.703
H 5.271 8.552 1.499
H 5.706 10.873 0.874
H 3.934 10.681 0.866
H 4.659 11.526 2.145
H 0.596 8.510 0.690
H 0.941 9.776 1.653
H 1.812 9.607 -1.333
H 0.454 10.641 -0.755
H 2.034 11.075 -0.351
C -1.443 -3.653 -2.595
C -2.545 -2.651 -3.109
O -2.314 -2.131 -4.464
P -3.567 -1.569 -5.345
O -4.884 -2.311 -5.303
O -3.026 -1.502 -6.882
C -3.051 -2.581 -7.760
C -1.681 -3.245 -7.725
O -3.719 0.027 -4.904
C -2.546 0.908 -4.921
C -1.764 0.778 -3.555
H -0.453 -3.237 -2.410
H -1.812 -4.011 -1.634
H -1.210 -4.581 -3.117
H -3.515 -3.148 -3.078
H -2.739 -1.824 -2.426
H -3.835 -3.280 -7.469
H -3.380 -2.347 -8.773
H -1.372 -3.729 -6.798
H -1.650 -4.034 -8.476
H -0.871 -2.537 -7.900
H -1.974 0.649 -5.811
H -3.006 1.865 -5.166
H -1.207 -0.154 -3.456
H -1.018 1.565 -3.447
H -2.434 0.842 -2.697
O -7.247 3.985 -2.953
S -6.093 3.178 -3.366
O -5.028 3.725 -4.310
C -5.353 2.419 -1.816
C -5.545 0.894 -1.998
C -6.795 0.636 -2.844
C -6.793 1.590 -4.072
H -5.930 2.750 -0.953
H -4.309 2.725 -1.749
H -4.634 0.382 -2.309
H -5.655 0.449 -1.009
H -7.665 1.029 -2.318
H -7.070 -0.409 -2.991
H -7.711 1.668 -4.655
H -6.120 1.131 -4.797
O 3.352 -0.388 8.736
S 2.089 -0.972 8.280
O 2.050 -2.398 8.128
C 0.812 -0.319 9.471
C -0.354 0.271 8.614
C 0.366 0.979 7.448
C 1.355 -0.051 6.874
H 1.235 0.394 10.179
H 0.635 -1.141 10.165
H -0.964 -0.574 8.297
H -0.997 0.990 9.123
H 0.976 1.829 7.754
H -0.294 1.322 6.651
H 2.165 0.300 6.235
H 0.812 -0.779 6.271
O -4.967 4.147 1.515
S -3.798 4.786 0.921
O -3.779 5.521 -0.336
C -2.946 5.772 2.285
C -1.503 5.754 1.800
C -1.086 4.293 1.266
C -2.369 3.600 0.824
H -3.129 5.259 3.230
H -3.391 6.751 2.461
H -1.378 6.462 0.981
H -0.800 6.105 2.555
H -0.734 3.616 2.044
H -0.274 4.359 0.542
H -2.660 2.864 1.573
H -2.419 3.029 -0.103
O 5.838 -3.705 0.491
S 4.757 -2.897 -0.116
O 5.146 -1.745 -0.944
C 3.576 -4.061 -1.113
C 2.166 -3.746 -0.560
C 2.344 -3.363 0.957
C 3.501 -2.353 1.094
H 3.894 -5.062 -0.822
H 3.805 -4.012 -2.178
H 1.555 -3.019 -1.097
H 1.444 -4.552 -0.688
H 2.627 -4.210 1.582
H 1.400 -3.061 1.410
H 3.842 -2.084 2.094
H 3.218 -1.362 0.740
*
```

E_tot   -8983.489148 Ha
Maximum force   6.4 eV/Å
Kohn-Sham gap   9.645 eV
HOMO level   -9.7 eV

Atomic partial charges in e from the Löwdin method, atoms 1 to 99: -0.015, -0.258, -0.193, 0.499, -0.229, -0.189, -0.248, -0.035, -0.201, -0.234, -0.050, 0.063, 0.048, 0.045, 0.097, 0.101, 0.096, 0.120, 0.060, 0.061, 0.070, 0.094, 0.120, 0.059, 0.063, 0.068, -0.018, -0.326, -0.209, 0.598, -0.255, -0.175, -0.341, -0.069, -0.197, -0.258, -0.024, 0.071, 0.060, 0.074, 0.092, 0.104, 0.114, 0.111, 0.069, 0.080, 0.085, 0.107, 0.105, 0.061, 0.049, 0.066, -0.051, -0.279, -0.180, 0.551, -0.261, -0.200, -0.299, -0.058, -0.194, -0.250, -0.064, 0.072, 0.085, 0.070, 0.103, 0.089, 0.105, 0.121, 0.059, 0.074, 0.090, 0.115, 0.113, 0.061, 0.089, 0.066, -0.054, -0.271, -0.229, 0.504, -0.251, -0.176, -0.233, -0.056, -0.202, -0.275, -0.066, 0.075, 0.052, 0.082, 0.122, 0.116, 0.106, 0.107, 0.065, 0.084, 0.056